(1)
An isolated molecule of N2O3S at a distorted geometry. Source: the Open Molecules 2025 dataset; level of theory: ωB97M-V/def2-TZVPD.

```
6
Properties=species:S:1:pos:R:3:mulliken_charge:R:1
N 0.68 0.48 -0.86 0.177
N -0.56 -0.92 0.43 0.231
O -0.25 0.43 -1.63 -0.251
O -1.41 -0.94 -0.38 -0.245
O 1.37 0.36 1.68 -0.462
S 0.16 0.59 0.77 0.550
```

Properties
- lowest unoccupied orbital energy (alpha / beta) (Eh) = -0.0581 / -0.1092
- energy relative to the best compared isomer or geometry (same formula, charge and spin) (kJ/mol) = 145.20
- 2S+1 = 3



(2)
A cluster of 8 separate species, C17H53N13O8 in total at a distorted geometry. Source: the Open Molecules 2025 dataset; level of theory: ωB97M-V/def2-TZVPD.

```
91
Properties=species:S:1:pos:R:3:mulliken_charge:R:1
C 0.74 3.82 0.83 -1.644
C 1.31 3.34 2.22 0.505
C 0.41 3.91 3.36 -0.930
O -0.75 3.20 3.53 -0.449
C -1.80 3.30 2.58 -0.228
N 1.32 1.87 2.24 -0.319
H 0.49 4.88 0.93 0.498
H -0.11 3.31 0.40 0.206
H 1.51 3.75 0.07 0.407
H 2.31 3.71 2.45 0.465
H 0.29 4.99 3.32 0.453
H 0.94 3.90 4.32 0.389
H -1.65 2.39 2.00 -0.184
H -1.73 4.21 1.98 0.310
H -2.81 3.30 2.98 0.374
H 0.37 1.52 2.25 -0.192
H 1.59 1.64 3.19 0.326
C 3.20 -0.85 2.65 -0.900
C 4.50 -0.24 3.17 0.253
C 5.57 -0.17 1.99 -0.794
O 5.75 -1.43 1.34 -0.371
C 6.49 -2.38 2.12 -0.728
N 4.14 1.04 3.76 -0.665
H 3.27 -1.84 2.20 0.468
H 2.81 -0.27 1.81 -0.111
H 2.49 -0.84 3.48 0.321
H 4.78 -0.92 3.98 0.470
H 6.52 0.25 2.32 0.403
H 5.18 0.59 1.31 0.395
H 5.84 -3.23 2.31 0.257
H 6.70 -1.90 3.08 0.353
H 7.40 -2.59 1.55 0.259
H 5.02 1.41 4.09 0.288
H 3.96 1.56 2.91 0.150
C -4.49 0.41 -0.40 -1.291
C -3.97 1.86 -0.11 1.244
C -3.25 2.56 -1.36 -0.692
O -2.57 3.75 -0.98 -0.295
C -1.84 4.44 -2.00 -0.798
N -5.04 2.65 0.43 -0.189
H -3.70 -0.29 -0.12 0.243
H -4.83 0.37 -1.43 0.293
H -5.20 -0.01 0.31 0.412
H -3.24 1.94 0.69 -0.402
H -4.01 2.84 -2.10 0.491
H -2.50 1.86 -1.72 0.344
H -2.52 5.16 -2.46 0.314
H -1.28 3.75 -2.63 0.361
H -1.09 5.02 -1.46 0.219
H -4.70 3.60 0.43 0.371
H -5.18 2.26 1.35 0.365
C -1.34 -2.95 -5.35 0.692
O -2.05 -2.01 -5.51 -0.613
N -1.78 -4.20 -5.49 -0.449
N -0.20 -3.09 -4.65 -0.375
H -1.08 -4.92 -5.35 0.205
H -2.77 -4.36 -5.36 0.220
H 0.28 -3.93 -4.36 0.181
H 0.28 -2.24 -4.43 0.184
C 1.90 -0.21 -3.63 1.094
O 0.94 -0.89 -3.34 -1.156
N 3.11 -0.24 -3.16 -0.449
N 1.76 0.77 -4.49 -0.448
H 3.39 -0.88 -2.44 0.187
H 3.85 0.39 -3.48 0.161
H 2.63 1.26 -4.63 0.137
H 0.89 1.01 -4.92 0.231
C -2.19 -3.65 2.36 0.612
O -2.40 -4.67 3.08 -0.720
N -3.08 -2.77 1.93 -0.249
N -0.93 -3.18 2.13 -0.320
H -3.97 -2.70 2.39 0.201
H -2.78 -2.06 1.28 0.137
H -0.84 -2.23 1.79 0.145
H -0.23 -3.82 2.45 0.158
C -0.20 -0.08 0.02 0.644
O -0.78 -0.01 1.05 -0.758
N -0.61 -0.71 -1.04 0.383
N 0.90 0.56 -0.30 0.101
H -0.09 -0.66 -1.91 0.067
H -1.40 -1.34 -0.93 -0.050
H 1.27 1.21 0.38 -0.212
H 1.44 0.44 -1.15 -0.006
C -2.86 -3.98 -1.34 0.662
O -3.44 -2.90 -1.27 -0.689
N -1.68 -4.02 -1.99 -0.248
N -3.24 -5.15 -1.02 -0.350
H -1.31 -4.87 -2.41 0.182
H -1.36 -3.14 -2.36 0.065
H -2.72 -5.92 -1.41 0.150
H -3.96 -5.25 -0.32 0.268
```

Properties
- lowest unoccupied orbital energy (alpha / beta) (Eh) = -0.0944 / -0.2962
- energy relative to the best compared isomer or geometry (same formula, charge and spin) (kJ/mol) = 5.01
- 2S+1 = 2
- total charge = +1



(3)
A cluster of 2 separate species, C2H4NO in total at a distorted geometry. Source: the Open Molecules 2025 dataset; level of theory: ωB97M-V/def2-TZVPD.

```
8
Properties=species:S:1:pos:R:3:mulliken_charge:R:1
C -1.23 -0.46 0.02 -0.289
C -0.06 0.24 -0.13 -0.537
N 1.98 0.58 -0.08 0.436
O 2.48 -0.34 0.22 0.168
H -1.77 -0.63 -0.76 0.295
H 0.07 0.75 0.78 0.339
H 0.23 0.61 -1.04 0.354
H -1.69 -0.74 1.00 0.235
```

Properties
- lowest unoccupied orbital energy (alpha / beta) (Eh) = -0.2914 / -0.2914
- energy relative to the best compared isomer or geometry (same formula, charge and spin) (kJ/mol) = 392.01
- 2S+1 = 1
- total charge = +1



(4)
A structure of composition C3H3O5S2 at a distorted geometry. Source: the Open Molecules 2025 dataset; level of theory: ωB97M-V/def2-TZVPD.

```
13
Properties=species:S:1:pos:R:3:mulliken_charge:R:1
C 3.61 -0.76 0.19 0.735
C -0.54 0.67 -0.33 0.065
C 0.23 -0.37 -0.31 -0.621
O 1.02 -0.21 2.22 -0.760
O 4.77 -0.71 -0.16 -0.687
O 2.63 -0.90 -0.62 -0.569
O 1.25 -2.41 1.21 -0.695
O 3.17 -0.64 1.42 -0.370
S -1.04 1.65 1.00 -0.268
S 1.46 -0.95 1.07 1.334
H -1.13 0.80 -1.27 0.288
H 0.70 -0.77 -1.23 0.349
H -0.56 0.96 2.05 0.199
```

Properties
- lowest unoccupied orbital energy (Eh) = 0.1085
- energy relative to the best compared isomer or geometry (same formula, charge and spin) (kJ/mol) = 138.92
- 2S+1 = 1
- total charge = -1



(5)
A cluster of 2 separate species, C7H16NS in total at a distorted geometry. Source: the Open Molecules 2025 dataset; level of theory: ωB97M-V/def2-TZVPD.

```
25
Properties=species:S:1:pos:R:3:mulliken_charge:R:1
C 0.31 0.09 0.69 -0.896
C 0.70 -1.07 0.17 1.444
C 1.85 -1.38 -0.74 -1.462
C 2.14 1.68 0.05 -1.678
C -0.35 2.37 -0.11 -1.229
C -1.10 -2.43 1.10 -0.140
C 0.72 1.52 0.59 0.626
N -0.19 -2.20 0.28 0.008
S -3.75 -0.30 -1.29 -0.374
H -0.59 0.04 1.33 -0.062
H 1.51 -1.70 -1.70 0.472
H 2.38 -2.35 -0.35 0.363
H 2.46 -0.48 -0.99 0.170
H 2.22 2.73 0.02 0.468
H 2.19 1.25 -1.00 0.331
H 2.80 1.11 0.67 0.425
H -1.36 2.05 0.20 0.365
H -0.31 2.33 -1.21 0.314
H -0.03 3.36 0.23 0.369
H -1.41 -1.79 2.00 0.291
H -1.59 -3.35 1.04 0.300
H -4.60 -0.75 -0.21 0.175
H 0.71 1.83 1.59 0.273
H 0.11 -2.85 -0.37 0.252
H -4.82 0.27 -2.01 0.196
```

Properties
- lowest unoccupied orbital energy (Eh) = -0.1844
- energy relative to the best compared isomer or geometry (same formula, charge and spin) (kJ/mol) = 279.59
- 2S+1 = 1
- total charge = +1



Question: Which value of 2S+1 does entry 5 give?
Answer: 1